(1)
13
Properties=species:S:1:pos:R:3:forces:R:3 method="wB97M-V/def2-TZVPD" de_lowest_ev=1.1893 e_homo_ev=-10.12 total_charge=0 max_force_ev_per_a=0.9 homo_lumo_gap_ev=10.8 e_tot_ev=-9819.7713 smiles="O=CNCO.O"
O -2.31058 -0.86533 0.47205 0.2372 -0.5313 0.5348
C -1.82259 0.21923 0.66978 -0.4642 -0.0418 -0.6685
N -0.50390 0.54271 0.67396 -0.0225 0.5070 0.0017
C 0.65350 -0.27828 0.99007 0.1110 0.3208 -0.8033
O 1.76943 0.32548 0.37067 0.2516 0.1397 0.0110
H -2.47522 1.09782 0.79805 0.0985 0.2081 -0.1084
H -0.31937 1.50456 0.44545 0.2645 0.2264 0.5594
H 0.84268 -0.24760 2.06178 -0.1368 -0.3418 0.0498
H 0.47358 -1.26210 0.57839 -0.0307 -0.4243 0.3547
H 2.15590 -0.23424 -0.31440 -0.2789 -0.0639 0.0978
O 0.80728 -0.48438 -2.20272 0.2822 -0.2216 -0.0904
H 0.52033 0.19612 -1.58356 -0.3250 0.0341 -0.3175
H 0.20897 -0.51400 -2.95951 0.0130 0.1885 0.3790

***

(2)
13
Properties=species:S:1:pos:R:3:forces:R:3 method="wB97M-V/def2-TZVPD" de_lowest_ev=7.7623 e_homo_ev="-6.43 / -8.77" total_charge=0 max_force_ev_per_a=3.4 homo_lumo_gap_ev="6.7 / 9.5" e_tot_ev=-9813.1984
C -2.00541 -0.29030 -0.00234 -1.4162 -0.5305 0.1014
C 1.78102 -0.24420 0.57851 -0.0184 0.2728 0.3267
N 0.71704 -0.44864 -0.36448 1.5279 0.1576 -1.2966
O -0.97719 0.18536 0.72028 -1.8951 1.6292 1.9487
O 0.73354 0.63898 -1.30789 0.0503 -0.8403 0.7017
O -1.89202 -0.30108 -1.29718 2.6669 0.3687 -2.0161
H 0.98020 1.45331 -0.83590 -0.0839 -0.1111 -0.0071
H -0.88627 -0.05867 -1.53923 -2.8129 -0.2516 0.6209
H -2.69988 -1.02678 0.40916 0.3035 -0.0973 0.0279
H -1.93376 0.68032 1.10753 1.9035 -0.4432 -0.1782
H 1.70728 -1.02148 1.33966 0.0014 -0.0034 -0.0797
H 2.76994 -0.29868 0.10009 -0.2125 -0.0389 -0.0485
H 1.70550 0.73186 1.09179 -0.0145 -0.1120 -0.1011

***

(3)
14
Properties=species:S:1:pos:R:3:forces:R:3 method="wB97M-V/def2-TZVPD" de_lowest_ev=7.1583 e_homo_ev="-8.96 / -8.96" total_charge=0 max_force_ev_per_a=2.7 homo_lumo_gap_ev="8.8 / 8.8" e_tot_ev=-11861.1820
C 0.68717 1.60141 0.13076 -0.1542 -0.0977 0.1390
C -0.13535 0.61138 0.92551 -0.6409 0.3458 -0.8557
O -1.47500 0.92638 1.07473 0.2353 0.1731 0.0751
O 0.42424 0.05774 2.03683 -0.2529 -1.3326 -1.4149
H -1.74954 1.58187 0.41854 0.1757 -0.1821 0.1182
H 1.72048 1.26373 0.07659 -0.0568 -0.0056 0.0237
H 0.29026 1.69184 -0.88133 -0.0097 -0.0241 0.0287
H 0.65171 2.56901 0.62814 0.0193 0.0328 0.0077
N 0.11713 -0.76860 0.62194 0.7591 0.9296 2.3734
O 0.14577 -1.33158 -1.62089 1.1983 0.7229 1.4149
O -0.55845 -2.57152 -1.57104 -0.0388 -0.4118 0.0506
H -0.10456 -3.09252 -2.25243 -0.0478 0.1897 0.2681
H 0.64050 -1.14663 -0.43326 -0.9451 -0.5743 -2.4064
H -0.65434 -1.39250 0.84591 -0.2414 0.2343 0.1778